17 unconnected molecules or ions with the total composition C82H191N9O17 in a non-equilibrium geometry. Source: OMol25; level of theory: ωB97M-V/def2-TZVPD.

Geometry as XYZ:
```
299
C82H191N9O17 (ωB97M-V/def2-TZVPD)
C -4.073 -5.120 -0.609
C -3.506 -3.790 -1.097
C -2.427 -4.026 -2.155
C -2.935 -4.175 -3.542
C -3.654 -2.919 -3.887
C -4.869 -2.774 -2.967
N -4.429 -2.817 -1.608
O -5.414 -2.401 -0.702
C -5.555 -1.430 -3.214
C -5.897 -3.847 -3.410
C -2.803 -3.085 0.097
H -3.267 -5.820 -0.291
H -4.572 -5.516 -1.440
H -4.858 -4.947 0.135
H -1.913 -3.065 -2.143
H -1.692 -4.827 -1.923
H -3.750 -4.920 -3.577
H -2.160 -4.497 -4.215
H -4.063 -3.079 -4.876
H -3.054 -2.008 -3.851
H -5.066 -0.637 -2.633
H -5.578 -1.269 -4.300
H -6.596 -1.462 -2.838
H -6.049 -3.780 -4.497
H -5.524 -4.853 -3.302
H -6.882 -3.700 -2.974
H -2.065 -3.777 0.504
H -3.491 -2.757 0.861
H -2.256 -2.261 -0.287
H -6.232 -2.914 -0.720
C -0.630 0.599 -7.778
C 0.741 -0.162 -7.669
C 1.154 -0.439 -6.195
C 0.282 -1.505 -5.519
C 0.553 -2.781 -6.313
C 0.154 -2.664 -7.819
N 0.788 -1.490 -8.340
O 0.354 -1.231 -9.731
C 0.675 -3.892 -8.562
C -1.401 -2.700 -7.913
C 1.772 0.737 -8.256
H -1.459 -0.088 -7.510
H -0.782 0.899 -8.829
H -0.663 1.438 -7.098
H 2.196 -0.668 -6.142
H 1.060 0.513 -5.595
H -0.758 -1.174 -5.506
H 0.553 -1.536 -4.456
H 0.283 -3.744 -5.826
H 1.646 -2.804 -6.361
H 1.762 -3.918 -8.571
H 0.384 -4.786 -8.004
H 0.235 -4.039 -9.566
H -1.697 -3.688 -7.554
H -1.943 -2.018 -7.244
H -1.825 -2.536 -8.911
H 2.789 0.425 -8.037
H 1.611 1.744 -7.883
H 1.648 0.729 -9.332
H 1.152 -1.469 -10.240
C 6.001 1.343 -6.326
C 5.637 1.110 -4.872
C 4.174 1.554 -4.661
C 3.488 0.973 -3.460
C 3.592 -0.521 -3.612
C 4.997 -1.054 -3.590
N 5.578 -0.378 -4.728
O 6.926 -0.983 -4.970
C 5.706 -0.940 -2.214
C 4.957 -2.591 -3.945
C 6.628 1.842 -3.897
H 5.636 2.335 -6.638
H 5.444 0.631 -6.916
H 7.006 1.154 -6.665
H 4.240 2.646 -4.633
H 3.611 1.419 -5.576
H 2.445 1.327 -3.550
H 3.894 1.366 -2.493
H 3.151 -0.867 -4.546
H 3.059 -1.017 -2.801
H 5.496 -1.841 -1.714
H 6.768 -0.750 -2.217
H 5.259 -0.197 -1.575
H 4.397 -2.636 -4.904
H 5.929 -3.077 -3.976
H 4.293 -2.998 -3.176
H 6.561 2.912 -4.027
H 7.648 1.464 -4.043
H 6.348 1.603 -2.852
H 7.484 -0.870 -4.197
C 2.391 -3.582 5.240
C 1.279 -2.521 5.236
C -0.144 -3.147 5.286
C -0.458 -3.785 6.708
C -0.219 -2.798 7.853
C 1.131 -2.165 7.803
N 1.291 -1.640 6.458
O 2.590 -0.992 6.440
C 1.065 -0.996 8.741
C 2.224 -3.112 8.309
C 1.430 -1.588 4.021
H 2.369 -4.312 6.058
H 3.311 -2.926 5.287
H 2.409 -4.066 4.212
H -0.869 -2.377 4.966
H -0.252 -3.978 4.544
H 0.140 -4.669 6.825
H -1.489 -4.157 6.683
H -0.223 -3.295 8.822
H -0.988 -1.987 7.794
H 1.992 -0.439 8.846
H 0.213 -0.368 8.552
H 0.847 -1.433 9.733
H 3.178 -2.915 7.816
H 2.379 -2.917 9.354
H 1.966 -4.201 8.174
H 1.071 -0.612 4.281
H 0.752 -2.052 3.268
H 2.455 -1.442 3.600
H 2.495 -0.183 5.908
C -1.060 3.153 5.689
C -1.078 2.238 6.968
C -2.037 2.804 7.969
C -3.558 2.787 7.627
C -3.915 1.389 7.299
C -3.014 0.687 6.294
N -1.565 0.883 6.759
O -0.762 0.302 5.714
C -3.271 -0.807 6.319
C -3.345 1.155 4.900
C 0.258 2.162 7.643
H -0.651 4.116 6.013
H -2.045 3.398 5.298
H -0.508 2.784 4.824
H -1.934 2.178 8.863
H -1.748 3.834 8.293
H -3.772 3.370 6.722
H -4.161 3.173 8.438
H -4.970 1.179 7.047
H -3.827 0.783 8.179
H -3.005 -1.291 7.255
H -4.361 -0.944 6.088
H -2.752 -1.231 5.492
H -2.459 1.054 4.292
H -4.236 0.659 4.462
H -3.694 2.233 4.855
H 0.607 3.150 7.535
H 0.920 1.439 7.181
H 0.051 1.787 8.650
H -0.199 -0.331 6.193
C 1.150 -4.164 -1.893
C 1.918 -4.129 -0.515
C 0.899 -4.434 0.538
C 1.537 -4.564 1.883
C 2.495 -5.752 1.788
C 3.533 -5.710 0.653
N 2.745 -5.386 -0.529
O 3.645 -5.355 -1.649
C 4.657 -4.680 0.957
C 4.098 -7.165 0.579
C 2.611 -2.728 -0.534
H 0.596 -5.099 -2.058
H 1.754 -4.105 -2.796
H 0.426 -3.378 -1.992
H 0.084 -3.691 0.490
H 0.458 -5.409 0.225
H 0.748 -4.855 2.524
H 2.068 -3.664 2.220
H 1.932 -6.643 1.583
H 2.981 -5.804 2.786
H 5.459 -4.804 0.252
H 4.325 -3.628 0.925
H 5.067 -4.947 1.947
H 3.200 -7.760 0.370
H 4.786 -7.479 -0.196
H 4.379 -7.473 1.600
H 2.805 -2.327 0.469
H 1.896 -2.099 -1.085
H 3.562 -2.635 -1.108
H 3.348 -6.014 -2.280
C -1.402 2.249 -0.900
C -0.995 0.789 -1.023
C 0.497 0.705 -1.151
C 1.204 0.920 0.186
C 0.626 0.004 1.220
C -0.912 0.277 1.386
N -1.504 -0.029 0.096
O -2.932 0.225 0.191
C -1.478 -0.736 2.336
C -1.215 1.679 1.956
C -1.632 0.210 -2.302
H -1.386 2.669 -1.883
H -0.766 2.719 -0.149
H -2.431 2.323 -0.517
H 0.693 -0.324 -1.450
H 0.827 1.330 -1.937
H 1.205 1.989 0.465
H 2.278 0.694 0.017
H 1.045 0.288 2.156
H 0.798 -1.048 0.986
H -1.076 -1.764 2.114
H -1.125 -0.456 3.334
H -2.555 -0.705 2.355
H -0.421 2.368 1.565
H -2.251 1.976 1.741
H -1.151 1.640 3.056
H -2.645 0.573 -2.497
H -1.690 -0.881 -2.276
H -0.939 0.547 -3.117
H -3.318 -0.582 -0.217
C -3.491 6.134 -1.819
O -3.347 6.496 -2.975
N -3.264 4.909 -1.387
N -3.677 7.072 -0.833
H -3.534 4.779 -0.428
H -2.853 4.153 -1.917
H -3.305 6.759 0.032
H -4.072 7.996 -1.007
C -6.464 3.318 -0.341
C -5.318 2.284 -0.354
O -4.714 2.147 0.888
H -7.269 3.004 0.335
H -6.931 3.409 -1.369
H -6.030 4.264 -0.049
H -4.542 2.517 -1.113
H -5.877 1.356 -0.625
H -3.951 1.575 0.817
C 3.046 4.577 -1.028
C 1.776 5.110 -0.449
O 1.939 6.471 0.029
H 3.830 4.605 -0.249
H 3.250 5.138 -1.939
H 2.900 3.538 -1.357
H 1.435 4.458 0.392
H 1.012 5.121 -1.222
H 2.577 6.993 -0.469
C 6.339 2.642 -0.099
C 6.018 3.183 1.256
O 4.594 3.013 1.379
H 5.904 1.663 -0.165
H 7.434 2.602 -0.220
H 5.918 3.247 -0.878
H 6.289 4.257 1.408
H 6.521 2.636 2.018
H 4.179 3.524 2.106
C -3.838 5.394 3.821
C -4.259 4.554 2.632
O -3.600 5.126 1.450
H -2.764 5.404 3.886
H -4.158 4.979 4.788
H -4.229 6.392 3.731
H -5.327 4.525 2.461
H -3.933 3.517 2.834
H -2.685 4.871 1.672
C 0.832 4.951 3.353
C 2.209 5.480 3.695
O 3.128 5.161 2.664
H 0.741 3.886 3.152
H 0.395 5.438 2.470
H 0.229 5.232 4.251
H 2.591 4.905 4.513
H 2.251 6.530 4.010
H 2.837 5.669 1.900
C 6.229 -1.083 2.370
C 4.774 -0.857 2.076
O 4.217 0.177 2.918
H 6.325 -1.452 3.403
H 6.786 -0.139 2.300
H 6.705 -1.869 1.711
H 4.201 -1.776 2.256
H 4.795 -0.630 0.967
H 4.184 1.102 2.521
C -6.387 -1.636 3.074
C -5.966 -0.407 2.375
O -6.418 0.767 3.036
H -7.474 -1.744 3.181
H -6.051 -1.687 4.099
H -5.986 -2.425 2.433
H -6.220 -0.345 1.314
H -4.891 -0.311 2.261
H -5.946 1.538 2.681
C -5.163 3.106 -4.184
C -4.144 3.906 -5.052
O -2.875 4.138 -4.441
H -6.021 2.931 -4.785
H -5.274 3.624 -3.244
H -4.670 2.191 -3.868
H -4.537 4.897 -5.411
H -3.940 3.312 -5.934
H -3.059 4.897 -3.894
C 1.190 4.703 -5.144
C 0.415 3.964 -4.036
O -0.320 2.864 -4.564
H 1.821 5.452 -4.653
H 0.463 5.176 -5.802
H 1.715 3.947 -5.725
H -0.178 4.660 -3.455
H 1.124 3.473 -3.377
H -1.262 3.122 -4.633
```

Values from the calculation:
- spin multiplicity = 1
- orbital gap (eV) = 8.92
- HOMO (eV) = -8.5

Atomic partial charges in e from the Mulliken method, atoms 1 to 8:
1 C -2.07
2 C 1.67
3 C 0.40
4 C -1.60
5 C -0.97
6 C 1.10
7 N 1.18
8 O -0.26